{
  "formula": "C44H92N4O20",
  "method": "ωB97M-V/def2-TZVPD",
  "smiles": "CCOC(C)=O.CCOC(C)=O.CCOC(C)=O.CCOC(C)=O.CCOC(C)=O.CCOC(C)=O.CCOC(C)=O.CCOC(C)=O.CN(C)C=O.CN(C)C=O.CN(C)C=O.CN(C)C=O",
  "homo_ev": -9.15,
  "de_lowest_kj_mol": 332.8,
  "multiplicity": 1,
  "orbital_gap_ev": 9.45,
  "total_energy_ha": -3455.5194,
  "species": ["C", "C", "O", "C", "C", "O", "H", "H", "H", "H", "H", "H", "H", "H", "C", "C", "O", "C", "C", "O", "H", "H", "H", "H", "H", "H", "H", "H", "C", "C", "O", "C", "C", "O", "H", "H", "H", "H", "H", "H", "H", "H", "C", "C", "O", "C", "C", "O", "H", "H", "H", "H", "H", "H", "H", "H", "C", "C", "O", "C", "C", "O", "H", "H", "H", "H", "H", "H", "H", "H", "C", "C", "O", "C", "C", "O", "H", "H", "H", "H", "H", "H", "H", "H", "C", "C", "O", "C", "C", "O", "H", "H", "H", "H", "H", "H", "H", "H", "C", "C", "O", "C", "C", "O", "H", "H", "H", "H", "H", "H", "H", "H", "C", "N", "C", "C", "O", "H", "H", "H", "H", "H", "H", "H", "C", "N", "C", "C", "O", "H", "H", "H", "H", "H", "H", "H", "C", "N", "C", "C", "O", "H", "H", "H", "H", "H", "H", "H", "C", "N", "C", "C", "O", "H", "H", "H", "H", "H", "H", "H"],
  "xyz": [[2.1219, 3.0358, -2.9167], [2.7743, 1.6758, -2.9973], [3.8308, 1.5788, -2.0355], [4.3600, 0.3667, -1.5581], [5.3073, 0.5929, -0.3380], [3.9787, -0.6936, -1.9850], [1.4702, 3.1597, -2.0518], [1.4636, 3.1349, -3.7798], [2.8676, 3.8307, -2.9285], [1.9765, 0.9367, -2.9247], [3.2372, 1.5169, -3.9712], [6.0452, -0.2041, -0.4302], [4.8650, 0.5036, 0.6542], [5.8201, 1.5392, -0.5100], [4.1288, -0.7546, -5.9555], [2.9692, 0.1981, -6.4895], [1.7350, -0.1649, -5.8602], [0.6390, 0.7236, -5.5839], [-0.6040, -0.0130, -5.0916], [0.6601, 1.9252, -5.7028], [4.3958, -0.4198, -4.9532], [5.0694, -0.7048, -6.5040], [3.8143, -1.7971, -6.0046], [3.2340, 1.2001, -6.1521], [2.9343, 0.2459, -7.5779], [-1.2752, 0.6470, -4.5420], [-0.2705, -0.8644, -4.4983], [-1.1267, -0.2774, -6.0108], [1.2444, -4.4724, -6.2146], [0.5750, -3.5535, -5.2012], [0.2559, -4.3708, -4.1057], [-0.2961, -3.8192, -3.0239], [-0.8107, -4.7346, -1.9683], [-0.4406, -2.6039, -2.7996], [1.9997, -5.1243, -5.7757], [1.6798, -3.9325, -7.0555], [0.5621, -5.1580, -6.7171], [1.2471, -2.7433, -4.9186], [-0.2893, -3.0676, -5.6540], [-1.8981, -4.6907, -2.0292], [-0.4667, -4.6171, -0.9406], [-0.6438, -5.7740, -2.2511], [0.0613, -8.4053, 1.6180], [1.0238, -7.2871, 1.1058], [0.3379, -6.0224, 1.2212], [0.9802, -4.8900, 1.3642], [0.1427, -3.6364, 1.4884], [2.2684, -4.8895, 1.4033], [-0.3859, -8.2205, 2.5948], [0.6337, -9.3180, 1.7836], [-0.6862, -8.6514, 0.8638], [2.0108, -7.2913, 1.5683], [1.2440, -7.4940, 0.0586], [0.3977, -2.9057, 0.7209], [0.3069, -3.1767, 2.4630], [-0.9312, -3.7610, 1.3493], [-4.0750, 0.4582, 2.1777], [-4.9718, 1.6573, 2.4306], [-5.8112, 1.9835, 1.3614], [-6.8923, 2.6493, 1.5746], [-7.5770, 3.0385, 0.2726], [-7.4778, 2.7263, 2.6786], [-4.5510, -0.4597, 2.5229], [-3.0635, 0.5940, 2.5603], [-3.8009, 0.3913, 1.1249], [-5.5626, 1.3851, 3.3052], [-4.3599, 2.5393, 2.6194], [-7.1583, 2.6402, -0.6516], [-7.5424, 4.1076, 0.0633], [-8.6098, 2.7200, 0.4141], [-0.3095, 0.4805, 4.5604], [-0.7170, -0.9884, 4.2908], [-2.1475, -1.1897, 4.5224], [-2.7359, -2.4049, 4.2492], [-4.1654, -2.6140, 4.8252], [-2.1289, -3.3964, 3.8046], [-0.5095, 1.2118, 3.7772], [0.7624, 0.5546, 4.7440], [-0.6432, 0.8426, 5.5328], [-0.5307, -1.2738, 3.2555], [-0.1392, -1.6080, 4.9767], [-4.1378, -2.8497, 5.8891], [-4.6280, -3.4070, 4.2377], [-4.8405, -1.7767, 4.6480], [-3.4140, -2.0941, -3.9286], [-3.4003, -1.6816, -2.5041], [-3.7537, -2.8362, -1.7238], [-3.5345, -2.7745, -0.4618], [-4.3292, -3.8211, 0.3012], [-2.9347, -1.9274, 0.1247], [-4.3910, -2.2684, -4.3795], [-2.8976, -2.9633, -4.3359], [-2.9893, -1.3175, -4.5647], [-2.4007, -1.3161, -2.2688], [-4.0892, -0.8455, -2.3834], [-5.2281, -3.3521, 0.7013], [-3.7345, -4.2172, 1.1243], [-4.5617, -4.5941, -0.4313], [4.4906, -2.6060, 1.5138], [3.4737, -2.2725, 2.6257], [3.2864, -0.9156, 2.8397], [4.2108, -0.2594, 3.6030], [3.7676, 1.1434, 4.0004], [5.2499, -0.6791, 4.1236], [4.7853, -3.6553, 1.5248], [5.4241, -2.0479, 1.5868], [4.0834, -2.2370, 0.5724], [2.4648, -2.6304, 2.4202], [3.7084, -2.7264, 3.5885], [2.9049, 1.5238, 3.4535], [4.6892, 1.7130, 3.8810], [3.6512, 1.1274, 5.0841], [2.4894, 5.4958, 1.5747], [3.6908, 4.8083, 1.4047], [3.8121, 4.2531, 0.0658], [4.5179, 4.5913, 2.4315], [5.5724, 3.9616, 2.2944], [2.3558, 5.7511, 2.6259], [1.6197, 4.8652, 1.3899], [2.4775, 6.3622, 0.9135], [4.6675, 3.5778, 0.0470], [2.8537, 3.8184, -0.2181], [4.0413, 4.9061, -0.7763], [4.1322, 4.9104, 3.4122], [-3.6451, 4.9672, -2.3421], [-3.0795, 3.7321, -2.7549], [-1.6582, 3.6506, -3.1560], [-3.8359, 2.5737, -2.6961], [-3.2993, 1.4672, -2.9436], [-4.6880, 4.9044, -2.0315], [-3.6081, 5.6637, -3.1798], [-3.1032, 5.3935, -1.4979], [-1.1423, 2.6904, -3.1444], [-1.6825, 3.9949, -4.1899], [-1.0993, 4.3215, -2.5037], [-4.8864, 2.7505, -2.4179], [-0.4263, -0.0432, -0.8553], [-0.0212, 0.8827, 0.1641], [1.2827, 0.5705, 0.6973], [-0.7080, 1.9812, 0.5223], [-0.3183, 2.8130, 1.3548], [0.1124, -0.1391, -1.7980], [-1.4466, 0.1380, -1.1931], [-0.3676, -1.1064, -0.6223], [1.3851, -0.3123, 1.3285], [1.8628, 0.5109, -0.2237], [1.7562, 1.4178, 1.1933], [-1.7075, 2.0418, 0.0646], [0.8963, 3.7830, 4.1368], [0.9736, 4.5308, 5.3623], [0.1000, 5.6806, 5.4756], [1.5997, 3.9927, 6.4433], [2.1946, 2.9130, 6.4282], [1.3952, 4.2456, 3.2852], [-0.0984, 3.5695, 3.7456], [1.2250, 2.7505, 4.2560], [-0.9526, 5.4747, 5.2817], [0.0524, 6.1289, 6.4680], [0.4420, 6.3809, 4.7136], [1.5136, 4.5966, 7.3599]],
  "forces_ev_per_angstrom": [[0.03, 0.16, -0.12], [0.13, -0.32, -0.53], [0.81, -0.69, 1.41], [-1.85, 0.75, 0.51], [0.21, -0.31, -2.06], [0.58, 0.57, 0.13], [0.21, -0.15, 0.29], [0.16, 0.10, -0.16], [-0.07, 0.06, -0.03], [0.33, -0.53, 0.52], [-0.10, 0.13, -0.15], [0.05, -0.01, 0.15], [-0.43, 0.24, -0.33], [-0.12, 0.04, 0.46], [-1.13, 0.77, -0.39], [1.59, 0.41, 1.03], [-2.08, 0.37, 0.22], [0.98, 0.14, -0.06], [1.25, 0.12, -0.45], [0.77, -0.98, -0.29], [-0.33, -0.49, 0.21], [-0.27, 0.38, -0.51], [-0.08, 0.05, 0.36], [-0.07, 0.21, -0.15], [-0.49, -0.39, 0.01], [0.31, 0.09, 0.10], [-0.49, -0.19, -0.12], [-0.08, -0.53, 0.08], [-0.06, -0.31, -0.62], [1.03, 0.38, -1.39], [-1.03, -0.32, 1.32], [-0.23, 2.92, 1.71], [-0.35, -2.12, -0.80], [0.78, -1.89, -1.54], [0.15, 0.34, 0.21], [0.21, 0.34, 0.26], [-0.46, 0.01, 0.32], [0.09, -0.06, 0.26], [-0.35, -0.17, 0.28], [-0.11, 0.47, 0.32], [0.04, 0.57, -0.39], [0.40, -0.14, 0.06], [0.96, 0.25, -0.16], [-0.43, -0.96, 0.18], [-1.16, -0.45, -0.11], [5.58, 0.14, 0.17], [-0.34, -0.06, -0.31], [-4.75, 0.39, -0.14], [-0.13, 0.48, -0.21], [0.24, -0.04, -0.24], [-0.17, 0.24, 0.20], [-0.35, 0.35, 0.51], [-0.21, 0.31, -0.20], [0.56, -0.08, -0.02], [0.02, -0.17, -0.03], [0.06, -0.49, 0.31], [0.31, 0.35, -1.25], [1.09, -0.57, 1.83], [1.57, -0.59, -1.51], [-3.84, -0.13, 2.04], [-0.09, 0.46, 0.01], [1.83, 0.43, -2.59], [0.36, -0.05, -0.17], [-0.31, -0.05, 0.89], [-0.57, -0.32, -0.35], [-0.15, 0.64, 0.05], [-0.09, 0.06, 0.28], [0.16, -0.65, 0.40], [-0.22, 0.20, 0.60], [-0.01, 0.22, -0.31], [0.15, -0.36, 0.36], [-0.15, 0.63, -0.14], [-0.85, -0.84, -0.13], [1.69, -2.01, 0.79], [0.29, 0.82, -1.38], [-1.11, 2.85, 0.57], [-0.46, -0.25, -0.05], [0.32, -0.50, -0.42], [-0.71, -0.05, -0.11], [0.22, -0.02, 0.08], [-0.23, -0.32, -0.12], [0.17, -0.01, -0.16], [0.34, -0.34, 0.32], [0.33, 0.40, 0.32], [-0.39, -0.04, -2.61], [0.89, 0.00, -0.68], [-0.39, 0.28, -2.20], [-1.47, -0.76, 2.96], [0.73, -0.41, -0.72], [1.29, 1.37, 0.29], [-0.53, 0.26, 0.50], [0.60, -0.39, 1.15], [-0.03, 0.46, 0.28], [-0.18, -0.30, 0.35], [-0.17, -0.25, 0.45], [-0.01, -0.04, -0.14], [-0.06, 0.03, -0.02], [-0.38, -0.24, 0.42], [-0.25, 0.76, 0.34], [0.34, -1.97, 0.04], [1.16, 2.25, 0.65], [0.81, 0.42, 2.04], [0.86, -0.74, -0.41], [-2.26, -0.36, -1.96], [-0.51, 0.03, -0.30], [0.01, 0.16, 0.67], [-0.18, -0.66, -0.29], [0.32, -0.19, -0.52], [0.49, -0.17, -0.03], [0.19, 0.06, 0.17], [-0.30, 0.55, -0.35], [-0.55, 0.00, -0.07], [-1.51, 0.88, 0.72], [0.01, -0.03, -1.14], [0.99, -0.62, 0.01], [1.88, -2.00, -0.68], [-0.89, 0.85, 0.59], [0.26, 0.67, -0.11], [-0.10, -0.13, -0.55], [-0.35, 0.26, 0.19], [-0.46, -0.47, 0.18], [0.17, -0.54, 0.24], [-0.01, 1.02, 0.45], [0.08, 0.27, -0.11], [0.14, 1.17, -0.14], [-0.88, -3.22, 0.66], [-0.72, 0.98, -0.24], [3.15, -0.70, -0.69], [-1.82, 1.80, 0.50], [0.03, -0.46, -0.13], [0.01, 0.35, 0.07], [0.15, 0.09, 0.02], [-0.86, -0.22, 0.29], [0.73, 0.20, -0.05], [0.08, 0.19, -0.22], [0.12, -0.27, -0.04], [-1.44, -0.91, -1.21], [0.09, -0.45, 0.21], [1.16, 1.18, -0.75], [0.27, 0.21, 1.02], [-0.35, -0.65, -0.83], [0.92, 1.22, -0.07], [-0.14, 0.16, 0.41], [-0.27, 0.09, 1.12], [-0.39, -0.07, -0.21], [0.64, -0.79, 0.18], [-0.52, 0.08, 0.36], [0.11, 0.06, -0.24], [-0.30, -1.11, -0.99], [-0.52, -0.33, 0.75], [-0.04, 0.32, -0.33], [0.34, -1.41, -0.36], [-0.53, 1.28, 0.14], [0.20, -0.11, 0.46], [-0.58, 0.73, 0.44], [0.72, 0.40, 0.32], [-0.01, -0.53, -0.36], [0.75, -0.01, 0.01], [-0.23, 0.49, 0.24], [0.01, 0.10, -0.11]]
}